Record 1
The following is a DFT calculation (wB97M-V/def2-TZVPD) of a structure of composition C50H41NO4P3ReSSe3Te.

```
105
Properties=species:S:1:pos:R:3:forces:R:3
Re 1.06152 0.83700 -0.61299 -0.953 -2.678 0.899
O -2.10622 1.77349 -1.89664 0.609 0.518 0.049
P -3.44091 1.19725 -2.08351 0.372 -0.441 0.124
C -3.45896 -0.53127 -1.42876 0.174 0.398 0.345
P -2.42006 -0.64591 0.09503 0.304 0.128 -0.288
O -0.98184 -0.31326 -0.09226 -0.929 0.206 -0.201
C -3.27977 0.31875 1.34371 -0.171 -0.293 -0.100
C -2.68940 1.44695 1.89769 0.246 0.073 -0.105
C -3.36006 2.14764 2.89142 -0.045 -0.027 0.034
C -4.60579 1.71962 3.32338 0.000 0.028 0.036
C -5.20797 0.60631 2.74796 -0.082 -0.077 0.032
C -4.54888 -0.09355 1.75434 0.109 0.101 0.004
C -2.39813 -2.38511 0.59932 -0.022 0.101 0.120
C -1.83723 -3.27515 -0.31714 -0.156 -0.005 -0.062
C -1.49600 -4.55706 0.07656 -0.028 -0.012 0.004
C -1.70486 -4.95351 1.39201 -0.012 -0.008 0.041
C -2.24013 -4.06462 2.31096 -0.102 -0.050 0.030
C -2.57799 -2.77674 1.92161 -0.176 0.016 -0.179
C -3.82484 0.98570 -3.83375 -0.307 -0.001 0.234
C -4.92295 0.24601 -4.26687 0.094 0.086 -0.069
C -5.10109 0.00963 -5.61933 -0.038 -0.017 0.029
C -4.17862 0.51163 -6.53011 -0.039 -0.014 -0.097
C -3.09635 1.26383 -6.09900 -0.039 0.005 0.028
C -2.91456 1.50960 -4.74466 0.039 0.012 -0.051
C -4.67063 2.20060 -1.22327 -0.134 -0.288 -0.264
C -4.23119 3.45386 -0.80453 0.034 0.080 0.027
C -5.09826 4.27880 -0.10276 0.008 -0.002 -0.030
C -6.39363 3.86145 0.16400 -0.058 0.014 0.008
C -6.83561 2.61931 -0.27479 -0.086 -0.033 -0.007
C -5.97484 1.78627 -0.96925 0.052 0.114 0.005
H -2.94538 -1.12702 -2.18818 -0.108 -0.036 -0.030
H -4.46297 -0.91739 -1.24768 -0.008 -0.117 0.009
H -1.71249 1.78020 1.56006 0.050 -0.083 -0.014
H -2.89273 3.01998 3.32869 -0.007 0.015 -0.012
H -5.11502 2.24888 4.11933 -0.012 0.042 -0.029
H -6.18293 0.27697 3.08530 -0.013 0.032 -0.006
H -5.00306 -0.96865 1.30022 -0.054 -0.001 0.062
H -1.65612 -2.94892 -1.33536 0.114 -0.036 0.017
H -1.05023 -5.23908 -0.63604 -0.020 -0.015 -0.007
H -1.42838 -5.95218 1.70622 0.000 -0.016 -0.003
H -2.37967 -4.36213 3.34254 0.014 -0.023 -0.011
H -2.98246 -2.07005 2.63529 0.079 -0.042 0.080
H -5.63008 -0.14549 -3.54357 -0.020 -0.050 -0.047
H -5.94924 -0.57102 -5.96042 0.017 0.008 -0.029
H -4.30964 0.30863 -7.58588 0.009 0.022 -0.007
H -2.38009 1.65577 -6.80863 -0.012 -0.011 -0.032
H -2.06452 2.08724 -4.39668 -0.021 -0.114 0.093
H -3.21815 3.78345 -1.02153 -0.044 -0.196 0.068
H -4.74363 5.24550 0.23024 -0.062 0.013 0.031
H -7.07222 4.50411 0.71169 0.030 0.013 0.008
H -7.85175 2.30130 -0.07608 0.007 0.010 0.024
H -6.31832 0.81828 -1.31751 -0.022 -0.016 0.057
O 1.76413 1.57415 3.34428 -0.079 -0.017 0.020
C 1.14152 0.89714 2.53426 0.079 -0.188 0.007
O 0.59345 1.28830 1.45201 -0.067 0.261 0.142
C 0.95317 -0.58249 2.88146 0.029 0.106 0.014
C 0.53342 -0.90282 4.16815 -0.043 0.049 -0.130
C 0.33746 -2.22177 4.54515 0.029 -0.020 0.064
C 0.60214 -3.24761 3.64790 -0.039 -0.061 0.060
C 1.03529 -2.95176 2.36696 0.110 0.108 0.014
C 1.20371 -1.62371 1.98679 -0.163 0.299 0.084
S 1.65520 -1.33806 0.30352 1.022 -1.119 0.403
H 0.35003 -0.08334 4.85177 0.040 -0.044 0.060
H -0.01290 -2.44957 5.54451 0.020 -0.022 0.013
H 0.46906 -4.28094 3.94430 -0.005 -0.002 0.003
H 1.24886 -3.74446 1.65906 0.011 0.012 -0.006
Se 1.03170 2.91566 -1.27682 -0.570 4.420 -1.644
Se 0.80097 4.59690 0.19124 -0.378 0.514 1.482
Te 2.11858 4.38506 -2.98372 0.474 -0.325 -1.154
Se 1.12926 0.10895 -2.80994 0.177 -0.478 -0.602
N 2.63734 0.06431 0.36860 0.714 -0.694 0.266
P 4.23875 -0.06118 0.07101 -0.237 0.102 -0.036
C 4.95885 -0.70845 1.59332 -0.096 0.008 -0.106
C 5.81275 -1.80200 1.69044 -0.020 0.089 -0.038
C 6.12118 -2.31500 2.94141 0.091 -0.074 0.001
C 5.60455 -1.72577 4.08643 -0.019 0.018 0.029
C 4.80360 -0.59574 3.99099 0.030 0.023 -0.022
C 4.48810 -0.07894 2.74638 0.034 -0.045 0.014
C 4.51952 -1.16931 -1.32038 -0.004 0.111 0.206
C 4.52662 -0.65071 -2.61409 0.034 0.038 0.107
C 4.43607 -1.51128 -3.69590 0.069 -0.028 -0.136
C 4.32675 -2.87789 -3.49794 0.057 0.026 0.042
C 4.28999 -3.39456 -2.21017 0.034 -0.049 0.098
C 4.37177 -2.54483 -1.12047 0.128 0.008 -0.091
C 4.87697 1.57093 -0.26032 0.341 -0.286 -0.141
C 4.17736 2.75020 -0.03779 -0.119 -0.117 0.238
C 4.73886 3.95537 -0.43640 0.107 -0.010 0.010
C 6.00417 3.97487 -1.00287 -0.010 0.057 0.104
C 6.73714 2.80266 -1.15002 0.054 -0.057 -0.031
C 6.17311 1.59454 -0.78782 -0.151 0.032 0.020
H 6.23498 -2.24536 0.79809 -0.057 -0.077 0.017
H 6.74910 -3.19390 3.01682 0.054 0.041 0.022
H 5.83327 -2.14431 5.05850 0.002 -0.017 -0.002
H 4.39733 -0.11990 4.87337 0.032 -0.001 0.026
H 3.86053 0.80085 2.67587 -0.138 -0.048 0.049
H 4.57736 0.41882 -2.77290 -0.057 0.008 -0.019
H 4.42013 -1.10390 -4.69730 0.000 0.021 -0.003
H 4.26213 -3.54880 -4.34498 -0.044 0.031 -0.030
H 4.18518 -4.45990 -2.04820 -0.006 -0.003 -0.025
H 4.31869 -2.94570 -0.11780 -0.077 -0.034 -0.026
H 3.20864 2.75544 0.44836 -0.034 -0.005 -0.067
H 4.16059 4.86088 -0.31653 -0.027 -0.005 0.026
H 6.42976 4.91649 -1.32504 -0.003 0.007 -0.020
H 7.73748 2.82649 -1.56310 -0.002 0.026 -0.020
H 6.71060 0.66003 -0.91090 0.095 0.077 -0.104
```
Positions in Å, forces in eV/Å.

LUMO level (alpha / beta) ... 2.078 / 2.066 eV
Spin multiplicity ... 4
HOMO energy (alpha / beta) ... -2.48 / -2.48 eV
Total energy ... -306362.7164 eV
Total charge ... -1
Energy relative to the best compared isomer or geometry (same formula, charge and spin) ... 526.6 kJ/mol

Atom charges from the Mulliken analysis, given in e for atoms 1 to 4: number 1, Re, carries 0.24; number 2, O, carries 0.03; number 3, P, carries 0.30; number 4, C, carries -1.00

***

Record 2
The following is a DFT calculation (wB97M-V/def2-TZVPD) of a structure of composition C50H43N4O3PPb.

```
102
Properties=species:S:1:pos:R:3:forces:R:3
Pb -0.18222 0.07691 -0.02766 -0.103 0.689 -0.768
C -3.73241 0.71510 6.99705 -1.171 0.148 2.060
C -4.25483 0.04240 5.93388 0.539 -0.428 -0.631
C -3.53018 -0.08206 4.78667 1.822 -0.085 -2.303
C -2.22032 0.48870 4.64501 -1.334 -0.225 2.897
C -1.70912 1.12183 5.80112 -0.415 -1.186 -0.502
C -2.47283 1.21187 6.96498 1.306 1.243 -0.212
C -1.46235 0.50236 3.41143 0.144 -0.290 -0.976
C -1.97542 1.33434 2.44709 -0.512 2.003 -2.418
C -3.13638 2.20444 2.61329 0.016 -0.009 1.439
C -3.28750 2.94286 1.52071 0.676 -0.407 -0.439
C -2.23361 2.60959 0.61475 0.855 -1.542 1.542
C -1.94291 3.31224 -0.48875 -0.046 0.387 -1.843
C -2.92925 4.35162 -0.97124 -1.142 -1.604 0.223
C -2.53970 5.66362 -0.93903 -0.250 0.220 -0.133
C -3.39347 6.67618 -1.32461 -0.138 0.818 -0.574
C -4.66906 6.33930 -1.77368 0.097 1.715 0.089
C -5.06409 5.02925 -1.85417 0.548 -0.026 0.090
C -4.23703 4.01913 -1.42751 1.382 0.040 0.325
C -0.75449 3.16449 -1.28674 0.676 0.210 0.112
N 0.27670 2.32817 -1.06431 -0.639 -0.867 0.629
C 1.19809 2.58007 -2.03181 2.081 -2.614 1.418
C 2.44862 1.85607 -2.05473 -0.208 1.474 -2.452
C 3.35209 2.29265 -3.23378 0.013 0.178 1.044
C 3.22422 1.80559 -4.53194 -0.320 0.147 1.720
C 4.12801 2.21856 -5.49434 -0.759 -0.973 -0.903
C 5.11450 3.10558 -5.23653 0.551 1.052 2.367
C 5.23804 3.63225 -3.92016 -0.383 -0.443 -1.813
C 4.35508 3.24386 -2.96742 -0.560 -0.344 1.232
C 2.92987 0.84522 -1.25597 -0.727 0.781 0.415
C 4.21953 0.23693 -1.33028 1.177 -0.185 0.007
C 4.17541 -0.76706 -0.39723 0.014 -0.106 -0.420
C 2.91271 -0.69952 0.26485 0.356 -0.149 2.163
N 2.19657 0.30158 -0.20818 -0.354 0.067 -0.838
C 2.62768 -1.37512 1.55769 0.102 0.127 -0.503
C 1.58733 -1.06455 2.40508 -1.387 0.862 0.143
C 1.30767 -1.55064 3.79638 1.309 0.030 -2.751
C 0.20949 -1.01693 4.26787 -0.118 0.049 0.912
C -0.27672 -0.17273 3.20536 -0.842 0.764 0.553
N 0.52205 -0.13933 2.10645 1.215 -1.751 1.610
C 3.64527 -2.36393 2.04956 -0.382 -0.072 -1.020
C 4.95544 -1.92961 2.29205 -0.555 -1.454 1.254
C 5.84534 -2.78940 2.91592 0.015 -1.592 2.325
C 5.36987 -4.10779 3.24886 -0.474 2.736 -1.692
C 4.12617 -4.55631 2.84761 0.127 -0.147 -0.692
C 3.25883 -3.70714 2.19663 -0.175 1.693 -0.137
C 0.80314 3.58377 -2.89686 -2.217 0.743 1.331
C -0.42173 3.97913 -2.39046 -1.469 1.041 -0.955
N -1.42659 1.60773 1.22539 -0.997 0.318 -0.044
H -4.30405 0.79949 7.93529 0.197 -0.030 -0.561
H -5.14342 -0.50387 5.99873 -1.463 -0.421 0.216
H -3.88989 -0.67715 3.91647 0.047 0.568 0.777
H -0.66417 1.36409 5.82188 0.285 0.648 -0.127
H -2.09286 1.79052 7.81134 0.027 -0.438 -0.169
H -3.62842 2.39835 3.55591 -0.182 -0.366 -0.095
H -3.91161 3.75315 1.32752 -1.176 1.028 0.013
H -1.53776 5.81679 -0.63692 0.833 0.634 0.315
H -3.03475 7.72319 -1.40530 -0.372 -0.798 0.380
H -5.36485 7.14959 -2.04864 0.439 -0.533 -0.066
H -5.96190 4.80460 -2.35114 -1.274 -0.355 -0.204
H -4.59301 3.00008 -1.49069 0.288 -0.155 0.060
H 2.40218 1.12184 -4.68447 0.116 -0.193 -0.507
H 4.05556 1.78733 -6.47577 -0.097 -0.038 -0.374
H 5.80111 3.41324 -5.96966 0.709 0.249 -0.955
H 5.94913 4.36952 -3.64250 0.748 0.467 -0.160
H 4.47665 3.69626 -1.97369 -0.337 -0.427 -0.285
H 5.13655 0.60832 -1.88343 -1.602 -0.728 0.458
H 4.88036 -1.52628 -0.16206 0.712 -0.121 -0.021
H 1.84939 -2.30427 4.22736 1.577 -1.499 1.160
H -0.14645 -1.20762 5.29830 -0.222 0.392 -1.100
H 5.15100 -0.90778 2.21505 0.483 1.466 -0.363
H 6.78925 -2.49618 3.50602 -1.360 -0.090 -1.692
H 5.98448 -4.70840 3.80394 1.478 -1.572 1.221
H 3.84148 -5.58146 2.92134 -0.030 -0.625 0.503
H 2.25700 -3.94020 1.80792 0.585 -0.349 0.552
H 1.31454 4.02278 -3.67523 1.071 0.647 -1.510
H -1.17133 4.72983 -2.71243 1.165 -0.477 -0.283
C -2.61090 -7.08393 -1.66955 0.357 0.128 0.306
C -2.72911 -5.81473 -2.48389 -0.960 -0.956 0.236
O -1.81188 -4.88670 -1.97684 0.074 0.245 0.499
P -1.05892 -3.90758 -3.01307 0.500 0.747 -0.106
O -0.13926 -3.16311 -1.86904 -1.649 -0.956 0.112
C 1.23044 -3.04269 -2.10398 0.822 0.002 -0.911
C 2.07199 -3.99287 -1.25547 -1.122 -0.733 -0.165
O -2.18559 -2.75646 -3.25911 0.099 -0.465 0.002
C -2.90005 -2.27472 -2.13867 -1.940 0.010 1.061
C -3.86835 -1.17255 -2.58228 -0.177 -0.217 -0.814
H -3.19387 -7.85701 -2.16094 -0.067 -0.262 0.214
H -2.91379 -6.94169 -0.63098 -0.278 -0.016 -0.110
H -1.55583 -7.37123 -1.61882 -0.144 -0.147 -0.233
H -3.77902 -5.43816 -2.43276 0.738 0.033 -0.161
H -2.50159 -6.11159 -3.50726 0.010 0.431 -0.357
H 1.37518 -1.96759 -1.90492 0.939 -0.423 -0.326
H 1.40496 -3.34469 -3.17025 0.250 0.872 0.576
H 1.69674 -4.00131 -0.22519 0.453 0.311 -0.108
H 3.13028 -3.76935 -1.35230 0.071 0.085 0.272
H 1.89419 -5.03692 -1.61242 0.221 0.699 0.092
H -2.21252 -1.92563 -1.36357 0.006 0.094 -0.171
H -3.54441 -3.06561 -1.62593 0.995 0.523 -0.887
H -3.35759 -0.22445 -2.75460 0.073 -0.060 -0.261
H -4.61910 -0.97587 -1.82399 -0.039 -0.101 0.319
H -4.44179 -1.47060 -3.50761 0.782 0.240 0.856
```
Positions in Å, forces in eV/Å.

LUMO level (alpha / beta) ... -0.960 / -0.959 eV
HOMO energy (alpha / beta) ... -6.78 / -6.78 eV
Total energy ... -79186.5957 eV
Total charge ... 0

Atom charges from the Mulliken analysis, given in e for atoms 1 to 4: number 1, Pb, carries 1.08; number 2, C, carries -0.25; number 3, C, carries -0.82; number 4, C, carries 0.25

***

Q: Which max |F| values were calculated for the entries above? A: 4.75; 3.63, in eV/Å.